The following is a DFT calculation (ωB97M-V with the def2-TZVPD basis set) of 11 unconnected molecules or ions with the total composition C30H59Br20N2O.

ORCA input file:
```
! RIJCOSX wB97M-V def2-TZVPD def2/J DEFGRID3
* xyz 1 1
C 1.240 -0.200 -0.099
C 0.020 0.529 -0.911
C -0.173 -0.019 -2.413
C -1.553 0.417 -3.120
C -2.893 -0.110 -2.372
C -2.603 -1.517 -1.643
C -4.024 -2.000 -0.969
C -4.392 -0.845 0.126
C -4.532 0.600 -0.572
N -5.894 0.778 -1.241
C -6.499 1.784 -0.614
O -6.933 2.619 0.227
N -3.383 0.984 -1.465
H 1.098 0.140 1.006
H 1.106 -1.358 -0.067
H 2.271 0.101 -0.511
H 0.197 1.674 -0.993
H -0.917 0.380 -0.231
H 0.681 0.461 -3.046
H -0.002 -1.166 -2.522
H -1.593 0.019 -4.215
H -1.641 1.572 -3.212
H -3.675 -0.301 -3.209
H -2.259 -2.267 -2.444
H -1.856 -1.468 -0.772
H -3.774 -3.017 -0.464
H -4.843 -2.105 -1.785
H -5.311 -1.180 0.727
H -3.457 -0.779 0.821
H -4.535 1.377 0.299
H -3.743 1.748 -2.090
H -2.644 1.434 -0.884
Br -2.324 0.393 3.132
C -0.981 -0.993 3.413
C -1.399 -2.297 2.776
Br -2.755 -3.202 3.844
H -0.820 -1.067 4.489
H -0.075 -0.608 2.940
H -0.556 -2.991 2.737
H -1.811 -2.176 1.774
Br -7.080 -2.385 3.536
C -8.671 -2.752 2.469
C -8.317 -3.479 1.196
Br -7.544 -2.264 -0.118
H -9.168 -1.797 2.299
H -9.301 -3.377 3.106
H -9.214 -3.880 0.720
H -7.598 -4.287 1.344
Br 1.947 1.205 3.361
C 3.298 0.559 4.611
C 2.828 -0.683 5.329
Br 1.543 -0.247 6.729
H 3.533 1.385 5.281
H 4.172 0.338 3.994
H 3.660 -1.164 5.847
H 2.347 -1.407 4.670
Br 2.147 5.494 1.392
C 0.442 5.656 2.322
C -0.090 4.301 2.716
Br -0.854 3.369 1.182
H -0.229 6.212 1.666
H 0.657 6.258 3.208
H -0.914 4.403 3.426
H 0.670 3.645 3.141
Br 2.150 -2.222 -4.026
C 1.042 -2.104 -5.626
C 1.717 -1.286 -6.699
Br 1.601 0.620 -6.310
H 0.078 -1.700 -5.317
H 0.910 -3.137 -5.956
H 1.206 -1.413 -7.656
H 2.774 -1.522 -6.823
Br -6.745 -6.321 -1.019
C -6.704 -8.004 -0.035
C -7.656 -7.975 1.137
Br -6.927 -6.933 2.614
H -5.668 -8.179 0.254
H -7.009 -8.763 -0.758
H -7.798 -8.980 1.540
H -8.628 -7.545 0.893
Br 5.991 1.757 2.021
C 4.914 1.872 0.400
C 5.617 2.676 -0.668
Br 5.512 4.587 -0.299
H 3.947 2.286 0.689
H 4.779 0.838 0.076
H 5.122 2.545 -1.633
H 6.674 2.428 -0.770
Br 1.953 -0.651 -10.276
C 2.901 0.878 -11.028
C 2.604 2.140 -10.254
Br 0.840 2.841 -10.694
H 2.622 0.940 -12.080
H 3.959 0.620 -10.952
H 3.303 2.932 -10.531
H 2.631 1.999 -9.172
Br 9.715 2.058 -0.610
C 10.165 3.954 -0.681
C 9.469 4.639 -1.832
Br 10.337 4.229 -3.529
H 11.252 4.021 -0.731
H 9.823 4.362 0.272
H 9.540 5.724 -1.732
H 8.421 4.356 -1.934
Br 3.966 -0.744 10.701
C 4.393 1.158 10.648
C 3.692 1.844 9.501
Br 4.570 1.458 7.804
H 5.479 1.240 10.602
H 4.043 1.554 11.604
H 3.748 2.929 9.611
H 2.647 1.548 9.394
*
```

The calculation puts the electronic energy at -1437937.1026 eV. The value obtained for the max |F| is 8.56 eV Å⁻¹. For the molecular weight, the calculation gives 2061.9 g mol⁻¹. The gap between HOMO and LUMO comes out at 0.31361 Eh.

The following is a DFT calculation (ωB97M-V with the def2-TZVPD basis set) of 9 unconnected molecules or ions with the total composition C30H59F4NO22.

ORCA input file:
```
! RIJCOSX wB97M-V def2-TZVPD def2/J DEFGRID3
* xyz 0 1
N -1.313 -2.156 -1.472
H -2.219 -2.602 -1.213
H -0.814 -1.620 -0.689
H -1.694 -1.447 -2.068
H -0.817 -2.803 -1.873
O 0.581 0.123 -1.713
H 1.138 1.009 -1.809
C 0.403 3.787 -5.024
C -0.092 3.171 -3.709
O -1.249 3.970 -3.330
C -1.536 4.728 -4.426
O -2.433 5.576 -4.471
O -0.503 4.835 -5.247
F 0.856 3.164 -2.690
H 0.452 3.106 -5.787
H 1.410 4.241 -4.760
H -0.546 2.265 -3.747
C 2.337 -1.392 -4.825
C 2.499 0.057 -4.484
O 2.164 0.836 -5.543
C 1.682 0.110 -6.495
O 1.218 0.438 -7.527
O 1.942 -1.256 -6.153
F 3.774 0.284 -4.167
H 1.544 -1.661 -4.107
H 3.323 -1.941 -4.733
H 1.996 0.563 -3.640
C 3.129 2.273 -0.330
C 3.231 0.802 0.213
O 3.332 1.046 1.561
C 3.003 2.174 1.978
O 3.035 2.520 3.230
O 2.873 2.975 1.050
F 4.330 0.331 -0.456
H 2.447 2.502 -0.965
H 4.056 2.631 -0.793
H 2.547 0.275 -0.294
C -2.113 1.373 2.260
C -0.926 0.504 1.707
O -1.302 -0.769 2.217
C -2.441 -0.819 2.835
O -2.975 -1.852 3.368
O -3.045 0.393 2.826
F 0.168 0.867 2.380
H -2.588 1.963 1.338
H -1.788 2.207 3.001
H -0.878 0.280 0.481
C 10.227 -3.311 3.279
O 8.810 -2.952 3.084
C 7.828 -3.796 3.620
C 6.476 -3.093 3.537
O 6.110 -3.044 2.428
C 4.842 -2.405 2.297
C 4.331 -2.465 0.822
O 3.016 -2.146 0.782
C 2.233 -2.473 -0.393
H 10.383 -4.352 3.213
H 10.554 -2.983 4.278
H 10.752 -2.841 2.442
H 8.166 -3.803 4.733
H 8.013 -4.840 3.097
H 6.748 -2.197 3.990
H 5.868 -3.566 4.049
H 4.844 -1.404 2.643
H 4.112 -2.816 2.928
H 4.328 -3.462 0.539
H 5.030 -1.825 0.159
H 2.751 -2.338 -1.245
H 1.530 -1.793 -0.836
H 2.020 -3.351 -0.434
C -0.990 -5.410 0.550
O -2.136 -4.566 0.283
C -3.012 -4.611 1.244
C -4.317 -3.752 0.954
O -4.130 -2.767 0.287
C -4.964 -1.631 0.448
C -4.676 -0.770 -0.780
O -3.308 -0.300 -0.667
C -3.204 0.988 -1.308
H -1.026 -6.462 0.649
H -0.444 -5.185 1.629
H -0.289 -4.996 -0.304
H -2.500 -4.383 2.052
H -3.225 -5.506 1.632
H -4.730 -3.452 1.988
H -5.117 -4.409 0.542
H -4.714 -1.184 1.417
H -5.986 -1.917 0.526
H -5.497 0.060 -0.768
H -4.597 -1.255 -1.751
H -3.440 0.800 -2.515
H -2.159 1.066 -1.256
H -3.732 1.875 -1.042
C -6.596 0.586 2.592
O -6.468 2.023 2.472
C -5.650 2.378 1.468
C -5.156 3.827 1.434
O -4.166 3.971 0.669
C -3.538 5.265 0.808
C -2.301 5.065 -0.009
O -1.416 4.259 0.708
C -0.056 3.892 0.205
H -7.164 0.210 1.749
H -7.520 0.365 3.247
H -5.755 0.053 2.789
H -6.327 2.055 0.672
H -4.837 1.765 1.386
H -4.679 3.996 2.536
H -5.989 4.395 1.178
H -3.362 5.727 1.896
H -4.306 5.782 0.372
H -1.777 6.052 -0.265
H -2.483 4.725 -0.910
H 0.289 3.365 0.950
H 0.533 4.872 0.023
H -0.257 3.329 -0.699
*
```

The calculation puts the electronic energy at -89448.3187 eV. The value obtained for the max |F| is 17.76 eV Å⁻¹. For the molecular weight, the calculation gives 861.8 g mol⁻¹. The gap between HOMO and LUMO comes out at 0.30227 Eh.

What is the gap between HOMO and LUMO in the first record? 0.31361 Eh

Among the records above, which one has the lowest max |F|? C30H59Br20N2O

Number 1 is which compound? C30H59Br20N2O